22
Properties=species:S:1:pos:R:3:forces:R:3 method="wB97M-V/def2-TZVPD" total_charge=+1 homo_lumo_gap_ev="6.880 / 5.681" homo_energy_ha="-0.3734 / -0.5022" total_energy_ha=-437.7606 s2=2.0208 spin_multiplicity=3
C -2.1004 1.1117 0.2918 -5.4 -3.2 0.5
C -1.3041 2.1449 0.5193 6.1 3.5 0.0
C -0.0383 0.4272 -0.1241 2.9 -3.7 -2.0
C -1.8462 -1.2234 -0.4552 1.4 -3.2 -2.2
C 1.3811 -1.1563 1.1198 0.7 -0.2 0.2
C 2.3685 0.3476 -0.9183 -1.2 -0.2 1.8
C 1.2077 -0.4603 -0.2539 -1.2 1.7 1.7
N -3.0556 -1.5654 -0.4789 -1.6 1.4 0.7
N -1.3798 0.0067 -0.1371 -2.8 1.5 1.2
N -0.0094 1.7058 0.2614 -2.2 2.5 1.5
H -3.2235 1.1492 0.5949 2.2 -0.7 -1.0
H -1.3812 3.2242 0.8026 -0.7 -1.3 -0.2
H -1.0012 -1.8640 -0.8684 -0.9 0.7 0.7
H 2.3896 -1.6924 1.1099 -1.6 0.5 0.6
H 0.5055 -1.7445 1.4654 0.6 -0.7 -1.2
H 1.2307 -0.4375 1.9041 1.3 0.9 0.5
H 2.9319 1.0523 -0.3079 -0.6 0.4 0.4
H 1.8571 0.8166 -1.7390 0.7 0.3 -0.8
H 3.1309 -0.3447 -1.1335 0.8 -0.9 -1.1
H 1.0001 -1.2537 -0.9029 -0.5 -1.0 -1.4
H -3.4936 -2.4219 -0.8311 1.3 0.2 0.2
H 0.8299 2.1780 0.0810 0.9 1.6 0.1